81
Properties=species:S:1:pos:R:3:forces:R:3 method="wB97M-V/def2-TZVPD" gap_ha="0.25180 / 0.25400" charge=+2 e_homo_ev="-13.9 / -13.9" e_above_lowest_kcal_mol=0.0 spin_multiplicity=1
W -0.968 1.097 -0.231 0.85 0.32 -0.04
S -0.831 2.906 -1.552 -0.09 0.06 -0.11
C 0.804 3.190 -2.226 0.03 -0.04 0.01
C 1.006 4.333 -2.987 0.00 0.00 -0.01
C 2.263 4.582 -3.520 0.00 0.01 0.00
C 3.315 3.702 -3.298 0.00 0.00 0.00
C 3.114 2.559 -2.538 0.00 0.01 0.00
C 1.856 2.309 -2.008 -0.03 0.04 0.00
As 1.458 0.756 -0.969 -0.36 -0.13 0.17
C 2.818 0.547 0.364 0.06 -0.02 -0.04
C 2.707 1.251 1.561 0.02 -0.01 -0.01
C 3.721 1.159 2.501 -0.01 0.02 0.01
C 4.836 0.370 2.247 0.01 -0.01 0.00
C 4.947 -0.322 1.050 0.00 0.01 -0.01
C 3.939 -0.234 0.099 -0.01 0.01 0.02
C 1.509 -0.744 -2.166 0.00 0.12 -0.11
C 1.222 -0.507 -3.509 0.02 -0.02 0.04
C 1.132 -1.578 -4.386 0.01 -0.05 -0.01
C 1.322 -2.876 -3.924 0.01 0.05 -0.04
C 1.611 -3.105 -2.586 0.01 0.01 0.05
C 1.702 -2.040 -1.700 0.00 -0.04 0.02
H 0.189 5.023 -3.159 0.00 0.00 0.00
H 2.423 5.472 -4.113 0.00 0.00 0.00
H 4.290 3.907 -3.716 0.00 0.00 0.00
H 3.933 1.872 -2.360 0.00 0.00 0.00
H 1.845 1.880 1.752 -0.01 0.00 0.01
H 3.651 1.712 3.428 0.00 0.00 0.00
H 5.627 0.302 2.983 0.00 0.00 0.00
H 5.822 -0.926 0.850 0.00 0.00 0.00
H 4.035 -0.766 -0.839 0.00 -0.01 0.00
H 1.081 0.504 -3.873 0.00 0.00 0.00
H 0.919 -1.403 -5.432 0.00 0.01 0.01
H 1.243 -3.708 -4.610 0.00 0.00 0.01
H 1.773 -4.114 -2.232 -0.01 0.00 -0.01
H 1.939 -2.226 -0.659 0.01 0.00 0.00
O -0.707 2.037 1.522 -0.07 -0.06 0.04
P -1.518 1.167 2.531 -0.18 -0.03 -0.11
N -3.052 1.643 2.375 0.04 0.14 0.03
C -3.576 2.089 1.075 -0.08 0.03 -0.11
C -5.111 2.032 1.220 0.01 -0.05 0.02
C -5.364 1.338 2.566 -0.01 0.01 0.00
C -4.122 1.649 3.393 -0.01 -0.06 -0.02
N -1.353 -0.329 1.760 -0.03 -0.07 0.22
C -0.155 -1.178 2.072 0.00 0.00 -0.03
C -0.440 -2.429 1.263 0.00 0.00 0.00
C -1.938 -2.660 1.495 -0.01 -0.01 -0.02
C -2.534 -1.262 1.736 -0.01 0.01 -0.01
N -0.965 1.204 4.027 0.12 -0.07 0.00
C -0.632 2.506 4.688 -0.02 0.02 0.01
C -0.470 2.119 6.156 -0.01 0.02 0.00
C -1.407 0.924 6.323 0.00 -0.01 -0.01
C -1.172 0.133 5.043 0.00 0.01 0.04
H -3.259 1.406 0.252 -0.06 -0.07 0.07
H -3.222 3.091 0.830 0.01 -0.01 0.00
H -5.572 1.492 0.396 -0.01 0.03 -0.02
H -5.512 3.043 1.210 0.02 0.01 0.04
H -5.461 0.260 2.431 0.02 0.00 0.00
H -6.271 1.694 3.049 -0.01 -0.01 -0.01
H -3.925 0.910 4.168 0.00 0.00 0.01
H -4.186 2.635 3.859 0.01 0.00 -0.01
H -0.135 -1.409 3.139 0.00 0.00 -0.01
H 0.762 -0.655 1.808 0.00 0.00 0.01
H 0.172 -3.270 1.582 0.00 0.00 0.00
H -0.237 -2.240 0.209 0.00 0.00 0.00
H -2.096 -3.287 2.371 0.01 0.00 0.00
H -2.414 -3.159 0.653 0.00 0.00 0.00
H -3.074 -1.217 2.683 0.00 -0.01 0.00
H -3.216 -0.950 0.947 0.00 0.00 0.00
H -1.451 3.216 4.549 -0.01 -0.01 0.00
H 0.272 2.926 4.252 -0.01 0.01 -0.01
H -0.715 2.947 6.816 0.01 0.00 0.00
H 0.560 1.823 6.355 0.00 -0.01 0.00
H -2.445 1.258 6.377 0.00 0.00 0.00
H -1.194 0.331 7.210 0.00 0.00 0.00
H -2.010 -0.514 4.776 0.00 0.00 -0.01
H -0.270 -0.475 5.122 0.00 0.00 0.00
N -1.678 -0.307 -1.318 -0.31 -0.18 -0.14
C -1.950 -1.204 -2.088 0.11 0.05 0.11
N -2.303 -2.058 -2.847 0.00 -0.03 -0.12
C -1.978 -3.170 -3.474 0.00 0.00 0.09
N -1.702 -4.146 -4.016 -0.03 0.00 -0.03

80
Properties=species:S:1:pos:R:3:forces:R:3 method="wB97M-V/def2-TZVPD" gap_ha=0.24939 charge=0 e_homo_ev=-7.5 e_above_lowest_kcal_mol=0.0 spin_multiplicity=1
Tl 0.024 -0.052 0.582 -0.06 -0.31 0.20
Se 1.230 -2.619 1.335 0.37 0.01 -0.12
Sb -0.749 -3.502 2.368 -0.30 -0.06 0.26
Se -1.637 -5.478 1.460 -0.07 -0.06 -0.08
Se -1.526 -2.417 4.301 0.07 0.07 0.11
Se -2.746 -2.047 0.382 -0.42 0.40 -0.61
C -5.459 -0.301 -1.055 -0.08 0.09 -0.05
Te -3.373 0.045 -0.819 0.31 -0.54 0.35
C -3.937 1.313 0.800 -0.06 0.03 0.04
C -5.423 1.138 1.000 0.07 -0.07 0.06
C -6.063 1.717 2.095 0.02 0.05 -0.05
C -7.418 1.533 2.293 -0.01 -0.03 -0.01
C -8.151 0.760 1.398 0.01 0.02 0.02
C -7.520 0.176 0.316 0.03 0.02 -0.04
C -6.154 0.361 0.109 0.01 -0.09 0.01
H -5.608 -1.380 -1.079 0.03 0.01 0.01
H -5.753 0.126 -2.014 -0.07 -0.03 0.00
H -3.663 2.336 0.538 -0.02 0.02 0.05
H -3.361 0.994 1.670 0.00 0.01 -0.05
H -5.489 2.311 2.796 0.01 -0.01 0.01
H -7.903 1.978 3.151 -0.01 0.02 0.00
H -9.210 0.605 1.553 -0.01 0.00 0.01
H -8.087 -0.436 -0.376 0.00 -0.01 0.00
C 2.186 -2.797 -3.912 -0.03 0.00 0.02
As 0.484 -2.702 -3.017 -0.10 -0.06 0.03
C 0.442 -4.186 -1.805 -0.02 0.04 0.04
C -0.833 -3.120 -4.361 0.03 0.02 0.01
S 0.111 -0.767 -2.274 0.11 0.13 -0.12
H 2.248 -3.724 -4.481 0.00 0.00 -0.01
H 2.974 -2.772 -3.162 0.05 0.04 0.03
H 2.280 -1.936 -4.572 0.01 -0.02 0.01
H 0.709 -5.078 -2.372 -0.04 -0.03 0.00
H -0.558 -4.286 -1.377 0.06 0.02 0.00
H 1.150 -4.018 -0.995 -0.05 -0.02 -0.09
H -0.608 -4.081 -4.820 0.00 -0.01 0.00
H -0.830 -2.331 -5.110 -0.01 -0.02 0.01
H -1.806 -3.159 -3.873 0.01 0.01 -0.01
C 2.297 3.077 0.443 0.01 0.02 -0.02
C 3.791 3.002 0.631 -0.03 0.01 0.00
C 4.535 4.180 0.618 0.03 -0.01 -0.03
C 5.914 4.163 0.760 -0.02 -0.01 0.00
C 6.574 2.954 0.914 0.00 -0.01 0.00
C 5.841 1.776 0.939 0.00 0.05 -0.01
C 4.455 1.784 0.808 0.06 -0.06 -0.04
Sb 3.378 -0.088 0.925 0.20 0.53 -0.02
C 4.611 -1.232 -0.402 -0.09 -0.05 0.14
C 5.129 -2.458 0.007 -0.06 -0.07 0.00
C 5.850 -3.258 -0.869 -0.02 -0.01 0.02
C 6.053 -2.833 -2.172 -0.01 0.03 -0.02
C 5.513 -1.627 -2.594 0.00 0.00 0.01
C 4.773 -0.819 -1.733 0.03 0.03 -0.02
C 4.152 0.450 -2.252 0.01 -0.01 -0.01
C 4.191 -0.631 2.833 -0.05 -0.21 -0.12
C 5.495 -1.102 2.956 0.02 0.02 0.05
C 5.992 -1.528 4.180 0.00 0.02 -0.04
C 5.173 -1.492 5.295 -0.06 0.03 0.01
C 3.880 -1.003 5.184 0.05 -0.02 -0.01
C 3.371 -0.561 3.966 -0.01 0.06 0.05
C 1.966 -0.021 3.915 0.02 0.03 0.02
H 1.996 4.073 0.118 0.01 0.01 0.03
H 1.762 2.855 1.371 0.00 -0.04 -0.01
H 1.956 2.366 -0.314 0.00 0.01 0.01
H 4.022 5.125 0.485 0.00 0.01 0.00
H 6.471 5.091 0.743 0.00 0.01 0.00
H 7.651 2.924 1.016 0.01 0.01 0.00
H 6.368 0.838 1.057 0.01 -0.03 0.01
H 4.954 -2.810 1.019 0.02 0.02 -0.06
H 6.244 -4.208 -0.532 0.01 -0.02 0.00
H 6.620 -3.443 -2.864 0.01 0.00 0.00
H 5.658 -1.303 -3.619 0.00 0.00 -0.01
H 4.307 0.545 -3.327 0.00 0.00 -0.01
H 4.576 1.332 -1.769 0.01 0.00 0.00
H 3.071 0.456 -2.075 0.00 -0.01 0.01
H 6.142 -1.148 2.090 0.01 -0.02 -0.02
H 7.009 -1.890 4.254 0.01 -0.01 0.00
H 5.539 -1.838 6.253 0.00 0.01 0.01
H 3.242 -0.968 6.059 0.00 0.02 0.02
H 1.586 0.166 4.918 0.00 0.01 0.02
H 1.291 -0.740 3.445 -0.01 0.03 -0.02
H 1.917 0.923 3.364 0.00 -0.03 0.00

77
Properties=species:S:1:pos:R:3:forces:R:3 method="wB97M-V/def2-TZVPD" gap_ha=0.29929 smiles=B1OBOB(CCCCn2cccc2)O1.c1ccccc1.c1ccccc1.c1ccccc1.c1ccccc1 charge=0 e_homo_ev=-8.1 spin_multiplicity=1
B 3.871 -0.862 -1.014 0.14 0.11 0.85
O 3.836 -2.135 -0.325 -2.87 2.16 0.06
B 2.698 -2.165 0.593 2.16 2.31 0.56
O 2.525 -0.943 1.384 -0.90 -1.12 -3.53
B 2.121 0.036 0.362 0.46 -0.06 0.98
C 0.646 0.682 0.521 -0.56 0.73 -0.38
C 0.182 1.543 -0.760 0.78 0.29 -0.57
C -0.294 0.642 -1.997 0.59 -0.43 0.24
C -1.522 -0.345 -1.690 0.23 0.33 -2.10
N -2.571 0.207 -0.791 -1.07 -1.35 2.31
C -3.197 1.505 -0.697 -2.50 -2.74 3.60
C -4.255 1.350 0.450 2.20 -2.34 -1.28
C -4.194 -0.120 1.037 3.49 2.07 -4.70
C -3.080 -0.765 0.162 -3.22 2.97 2.04
O 3.063 0.292 -0.701 -0.73 -2.83 1.19
H 4.645 -0.734 -1.913 -0.14 -0.10 0.17
H 1.933 -3.056 0.680 0.15 -0.30 0.04
H 0.647 1.398 1.425 0.09 -1.14 -1.19
H -0.129 -0.138 0.776 1.24 1.22 -0.32
H 1.126 2.113 -1.120 -1.57 -0.82 0.51
H -0.587 2.351 -0.511 0.96 -1.33 -0.14
H -0.508 1.264 -2.945 0.26 -0.78 1.66
H 0.608 -0.038 -2.266 -1.46 1.03 0.28
H -2.032 -0.556 -2.711 0.86 0.24 1.57
H -1.145 -1.376 -1.335 -0.78 1.88 -0.08
H -2.946 2.408 -1.336 -0.28 -1.65 0.94
H -4.994 2.145 0.823 1.52 -1.26 -0.82
H -4.821 -0.592 1.857 1.06 0.80 -1.38
H -2.747 -1.860 0.270 -0.24 2.19 -0.64
C -9.857 -0.172 2.086 0.06 -0.03 -0.06
C -9.029 0.908 1.794 0.03 -0.07 -0.03
C -8.006 0.769 0.861 -0.09 -0.08 0.03
C -7.817 -0.448 0.212 -0.05 0.00 0.02
C -8.648 -1.526 0.501 -0.01 0.08 0.05
C -9.665 -1.390 1.441 0.05 0.09 -0.01
H -10.653 -0.064 2.816 0.07 -0.01 -0.06
H -9.181 1.858 2.295 0.02 -0.09 -0.04
H -7.357 1.608 0.638 -0.06 -0.08 -0.01
H -7.023 -0.555 -0.519 -0.03 0.03 0.09
H -8.501 -2.475 -0.006 -0.01 0.09 0.05
H -10.309 -2.233 1.670 0.04 0.07 -0.02
C 7.369 -3.858 3.183 -0.03 0.08 0.03
C 6.375 -3.499 2.278 0.01 0.03 0.06
C 5.682 -2.304 2.444 0.05 -0.01 0.10
C 5.991 -1.462 3.508 0.05 -0.09 0.00
C 6.988 -1.819 4.410 -0.02 -0.04 -0.06
C 7.675 -3.019 4.250 -0.07 0.02 -0.09
H 7.907 -4.792 3.055 -0.04 0.08 0.01
H 6.138 -4.152 1.444 0.01 0.06 0.06
H 4.902 -2.027 1.743 0.27 0.01 0.17
H 5.454 -0.528 3.634 0.03 -0.08 -0.01
H 7.230 -1.162 5.240 -0.02 -0.06 -0.07
H 8.449 -3.300 4.957 -0.06 0.02 -0.06
C -0.228 4.010 2.571 0.06 0.02 -0.01
C 0.974 4.657 2.839 -0.02 0.03 -0.07
C 1.261 5.874 2.228 -0.10 -0.03 -0.03
C 0.340 6.448 1.356 0.00 -0.09 0.04
C -0.863 5.802 1.092 0.08 -0.02 0.04
C -1.145 4.581 1.696 -0.01 0.05 -0.05
H -0.451 3.060 3.045 -0.01 0.08 -0.02
H 1.689 4.212 3.524 -0.06 0.04 -0.06
H 2.201 6.376 2.432 -0.08 -0.04 -0.01
H 0.561 7.400 0.883 -0.02 -0.08 0.04
H -1.582 6.250 0.413 0.06 -0.04 0.06
H -2.082 4.074 1.486 0.06 0.01 0.03
C 3.285 -3.347 -6.506 -0.03 0.07 0.07
C 3.801 -3.576 -5.234 -0.04 0.06 -0.02
C 3.548 -2.673 -4.206 -0.07 0.03 -0.06
C 2.769 -1.545 -4.448 0.04 -0.15 -0.07
C 2.250 -1.318 -5.719 0.02 -0.03 0.02
C 2.511 -2.216 -6.749 0.04 -0.03 0.10
H 3.485 -4.050 -7.308 -0.02 0.06 0.07
H 4.403 -4.459 -5.044 -0.05 0.09 -0.02
H 3.957 -2.849 -3.217 -0.03 -0.01 -0.08
H 2.568 -0.842 -3.646 0.03 0.00 -0.08
H 1.642 -0.439 -5.907 0.06 -0.07 0.01
H 2.110 -2.036 -7.741 0.03 -0.01 0.08

87
Properties=species:S:1:pos:R:3:forces:R:3 method="wB97M-V/def2-TZVPD" gap_ha=0.23276 charge=+2 e_homo_ev=-13.3 e_above_lowest_kcal_mol=0.0 spin_multiplicity=1
Mo 0.051 -0.032 0.970 -0.10 -0.06 -0.13
S 1.115 -1.695 2.294 -0.01 -0.07 0.05
C 2.683 -1.720 1.613 0.01 0.06 -0.27
N 3.750 -1.967 2.312 0.11 -0.03 0.19
C 5.087 -1.978 1.694 -0.08 0.02 0.00
C 4.981 -2.558 0.316 -0.08 0.05 -0.04
N 3.963 -1.807 -0.437 -0.03 -0.10 -0.16
C 4.271 -1.566 -1.870 -0.09 -0.02 0.09
C 5.508 -0.719 -1.994 0.04 0.03 0.03
C 5.535 0.541 -1.398 0.00 -0.01 0.03
C 6.668 1.332 -1.495 0.01 0.00 -0.02
C 7.777 0.872 -2.197 0.00 0.01 0.01
C 7.751 -0.379 -2.794 0.01 0.01 0.00
C 6.619 -1.178 -2.688 -0.02 0.00 -0.02
C 2.857 -1.418 0.133 0.12 -0.02 0.28
S 1.632 -0.577 -0.707 -0.08 0.07 -0.07
C 3.740 -2.265 3.766 0.04 0.05 -0.09
C 4.069 -3.718 3.998 -0.01 0.01 0.04
C 5.177 -4.063 4.762 0.01 0.01 -0.01
C 5.487 -5.399 4.979 -0.01 0.01 0.00
C 4.693 -6.391 4.425 0.01 -0.01 0.01
C 3.585 -6.051 3.658 0.00 0.00 0.00
C 3.272 -4.718 3.446 -0.01 -0.01 0.00
H 5.729 -2.592 2.322 0.01 -0.03 -0.01
H 5.471 -0.956 1.675 0.02 0.00 -0.01
H 4.690 -3.611 0.344 0.02 -0.01 0.01
H 5.924 -2.459 -0.217 0.02 0.01 0.01
H 3.409 -1.079 -2.314 -0.02 -0.02 -0.05
H 4.391 -2.542 -2.343 0.07 0.00 0.02
H 4.666 0.907 -0.858 0.02 -0.01 -0.01
H 6.687 2.310 -1.033 0.00 0.00 0.00
H 8.659 1.492 -2.278 -0.01 -0.01 0.00
H 8.613 -0.735 -3.343 -0.01 -0.01 0.00
H 6.601 -2.155 -3.157 0.00 0.01 0.01
H 2.772 -1.972 4.164 -0.02 -0.05 0.00
H 4.502 -1.623 4.209 0.01 0.00 0.01
H 5.795 -3.287 5.200 0.00 -0.01 0.00
H 6.346 -5.662 5.580 -0.01 0.00 0.00
H 4.932 -7.433 4.596 0.00 0.01 0.00
H 2.962 -6.827 3.235 0.00 0.00 0.00
H 2.393 -4.460 2.864 0.00 0.01 0.00
O -1.389 2.473 -1.099 0.17 -0.02 -0.04
C -1.965 1.298 -1.057 0.00 -0.03 0.01
O -1.417 0.314 -0.540 -0.08 0.00 0.03
C -3.329 1.219 -1.598 0.07 -0.01 -0.01
C -3.825 2.253 -2.387 -0.07 0.05 -0.02
C -5.105 2.163 -2.909 0.05 0.00 0.02
C -5.853 1.042 -2.611 -0.08 -0.03 -0.07
C -5.391 0.007 -1.818 0.04 0.02 0.00
C -4.110 0.101 -1.312 -0.04 -0.04 0.00
N -7.231 0.941 -3.164 -0.08 0.06 0.11
O -7.616 1.858 -3.853 0.05 -0.06 -0.01
O -7.868 -0.046 -2.866 0.06 0.02 -0.05
H -3.219 3.125 -2.588 0.00 -0.02 0.00
H -5.524 2.940 -3.531 -0.01 0.00 0.00
H -6.034 -0.836 -1.613 -0.01 -0.01 -0.01
H -3.716 -0.682 -0.680 0.01 0.00 -0.01
N -2.403 -2.758 0.981 -0.04 0.04 0.03
C -2.415 -1.824 1.952 0.02 0.07 -0.06
N -3.189 -2.007 3.024 0.03 0.01 0.02
O -1.709 -0.788 1.869 0.05 -0.07 -0.03
H -2.995 -3.570 1.019 0.00 0.00 0.01
H -1.996 -2.519 0.093 0.03 -0.03 0.01
H -3.830 -2.776 3.114 0.00 0.00 -0.02
H -3.140 -1.328 3.765 -0.02 0.01 0.00
C 0.864 3.355 -4.353 -0.02 0.08 -0.01
C 1.531 2.763 -3.124 0.09 -0.05 0.02
C 2.721 1.917 -3.517 -0.02 0.01 -0.01
O 0.520 1.901 -2.483 -0.04 0.04 0.03
B -0.091 2.729 -1.596 -0.11 0.00 0.15
O 0.536 3.882 -1.298 0.00 -0.06 -0.05
C 1.822 3.815 -2.002 -0.08 0.07 -0.04
C 2.155 5.202 -2.504 0.07 0.01 -0.04
C 2.857 3.343 -0.991 0.00 -0.04 0.02
H 0.535 2.546 -5.005 0.00 0.00 0.01
H 1.556 3.985 -4.911 0.01 -0.01 0.00
H -0.005 3.959 -4.087 0.01 0.01 0.01
H 2.437 1.221 -4.308 0.00 0.00 0.03
H 3.099 1.356 -2.667 0.04 -0.05 0.03
H 3.524 2.550 -3.899 -0.01 0.00 0.00
H 1.347 5.618 -3.102 -0.01 0.00 0.01
H 3.063 5.181 -3.111 -0.01 -0.01 0.00
H 2.332 5.865 -1.658 -0.02 0.00 0.00
H 2.620 2.344 -0.615 -0.03 -0.01 -0.01
H 2.870 4.032 -0.147 -0.02 0.01 -0.01
H 3.853 3.322 -1.433 -0.01 0.03 -0.02
S 0.654 1.778 1.715 0.05 0.16 0.11